1.
C33H33FN5O5S2Sc as an isolated structure in a non-equilibrium geometry. Source: the OMol25 dataset; level of theory: ωB97M-V/def2-TZVPD.

Energy above the lowest of the compared OMol25 structures with the same formula, charge and spin   43.16 kcal/mol
Charge   +2
2S+1   1
HOMO (spin up / spin down)   -12.1669 / -12.2739 eV

Positions of all 80 atoms, in Å:
Sc  0.338613  -0.478520  0.094448
C  -1.255732  -3.315720  -2.021681
C  0.059519  -3.714062  -1.431429
N  0.807368  -2.905546  -0.745071
C  2.036026  -3.572095  -0.379675
C  2.062843  -4.851092  -0.940414
S  0.631174  -5.369546  -1.589969
C  2.958393  -3.243013  0.670119
C  3.433474  -4.200108  1.549899
S  4.553996  -3.571810  2.746067
C  4.420547  -1.965780  2.105951
N  3.579853  -1.950542  1.004081
C  5.113321  -0.773811  2.594916
H  -1.320633  -2.223179  -2.039657
H  -2.124842  -3.683365  -1.458595
H  -1.306330  -3.670106  -3.073978
H  2.858286  -5.595864  -0.764818
H  3.142971  -5.231881  1.470719
H  6.020530  -1.152961  3.108829
H  4.532913  -0.205765  3.376055
H  5.370223  -0.029906  1.802566
C  0.631425  -0.420101  -3.920337
C  0.319473  1.096644  -3.997086
C  1.584381  1.884951  -3.706369
C  -0.886480  1.566339  -3.224389
C  -2.083903  1.701984  -3.972507
C  -3.253358  2.161510  -3.415123
C  -3.213600  2.651954  -2.131349
C  -2.112158  2.482866  -1.291992
C  -2.190620  2.933317  0.156738
C  -3.399092  2.333850  0.845944
C  -2.199832  4.447393  0.273538
C  -0.923553  1.825243  -1.816006
N  0.099209  1.478272  -0.908998
C  0.873792  2.536292  -0.442791
C  1.052988  3.775775  -1.105809
C  1.857154  4.776441  -0.552160
C  2.423935  4.609734  0.697849
C  2.132560  3.465755  1.462172
C  1.498330  2.452507  0.803033
F  1.494058  1.147788  1.372290
H  1.271318  -0.704939  -4.749797
H  -0.286067  -0.993887  -3.966101
H  1.150863  -0.634717  -2.983440
H  0.061731  1.269312  -5.059348
H  2.035040  1.755226  -2.703925
H  1.398521  2.990491  -3.843409
H  2.383742  1.628319  -4.438400
H  -2.048661  1.345446  -5.004438
H  -4.159762  2.178920  -4.031265
H  -4.115309  3.142340  -1.729998
H  -1.282930  2.551436  0.664036
H  -4.307842  2.888535  0.499147
H  -3.344044  2.464916  1.946056
H  -3.557261  1.276639  0.621720
H  -3.037805  4.926297  -0.313327
H  -1.283064  4.892109  -0.171208
H  -2.267524  4.845159  1.332123
H  0.487601  3.983161  -2.025397
H  2.023768  5.690607  -1.147976
H  3.075356  5.365710  1.132903
H  2.476601  3.308144  2.497069
O  -1.671800  -0.985110  -0.028118
C  -2.389380  -1.517115  0.904150
C  -1.944138  -1.920208  2.173473
C  -2.927817  -2.548997  2.953472
C  -2.583263  -3.076428  4.182723
C  -1.268251  -2.995706  4.724691
C  -0.322989  -2.286562  3.974020
C  -0.572480  -1.796767  2.693373
O  0.399776  -1.312032  1.926222
N  -3.613644  -3.691322  4.990089
O  -3.167595  -4.246452  5.976625
O  -4.785544  -3.609052  4.648479
H  -3.441340  -1.741529  0.732957
H  -3.940997  -2.609544  2.601821
H  -0.960342  -3.443674  5.693670
H  0.690872  -2.112911  4.364159
O  2.541808  -0.629369  -0.399050
N  3.665626  -0.850286  0.157207

Forces on atoms 1 to 6 (eV/Å):
-0.586 1.183 -0.780
0.010 0.230 -0.726
-1.195 -0.263 0.172
1.725 -0.062 0.603
-1.918 -1.069 -2.058
1.958 0.092 2.203

Calculated atomic charges, method Löwdin, unit e: atom 1 (Sc): 1.172, atom 2 (C): -0.055, atom 3 (C): -0.570, atom 4 (N): 0.052, atom 5 (C): -0.270, atom 6 (C): -0.365, atom 7 (S): 1.192, atom 8 (C): -0.170, atom 9 (C): -0.245, atom 10 (S): 1.222, atom 11 (C): -0.455, atom 12 (N): -0.028, atom 13 (C): -0.033, atom 14 (H): 0.061, atom 15 (H): 0.102, atom 16 (H): 0.109, atom 17 (H): 0.107, atom 18 (H): 0.100, atom 19 (H): 0.109, atom 20 (H): 0.136, atom 21 (H): 0.119, atom 22 (C): -0.047, atom 23 (C): -0.373, atom 24 (C): -0.073, atom 25 (C): -0.129, atom 26 (C): -0.031, atom 27 (C): -0.068, atom 28 (C): -0.037, atom 29 (C): -0.120, atom 30 (C): -0.400, atom 31 (C): -0.068, atom 32 (C): -0.057, atom 33 (C): -0.186, atom 34 (N): -0.045, atom 35 (C): -0.269, atom 36 (C): -0.019, atom 37 (C): -0.060, atom 38 (C): -0.070, atom 39 (C): -0.005, atom 40 (C): -0.183, atom 41 (F): -0.048, atom 42 (H): 0.086, atom 43 (H): 0.068, atom 44 (H): 0.045, atom 45 (H): 0.137, atom 46 (H): 0.067, atom 47 (H): 0.099, atom 48 (H): 0.094, atom 49 (H): 0.120, atom 50 (H): 0.121, atom 51 (H): 0.126, atom 52 (H): 0.117, atom 53 (H): 0.095, atom 54 (H): 0.092, atom 55 (H): 0.065, atom 56 (H): 0.101, atom 57 (H): 0.074, atom 58 (H): 0.104, atom 59 (H): 0.126, atom 60 (H): 0.129, atom 61 (H): 0.115, atom 62 (H): 0.132, atom 63 (O): -0.108, atom 64 (C): -0.088, atom 65 (C): -0.102, atom 66 (C): 0.081, atom 67 (C): -0.121, atom 68 (C): 0.082, atom 69 (C): 0.012, atom 70 (C): -0.263, atom 71 (O): -0.169, atom 72 (N): -0.351, atom 73 (O): 0.097, atom 74 (O): 0.110, atom 75 (H): 0.153, atom 76 (H): 0.137, atom 77 (H): 0.149, atom 78 (H): 0.129, atom 79 (O): -0.052, atom 80 (N): 0.189

2.
A 8-piece molecular cluster, C27H52ClO19S5 overall in a non-equilibrium geometry. Source: the OMol25 dataset; level of theory: ωB97M-V/def2-TZVPD.

Energy above the lowest of the compared OMol25 structures with the same formula, charge and spin   0.00 kcal/mol
Charge   -1
2S+1   1
HOMO   -7.6869 eV

Positions of all 104 atoms, in Å:
Cl  -0.374893  0.922576  0.587658
O  0.937266  0.513116  1.094987
O  -1.129155  1.529774  1.663462
O  -0.195378  1.905787  -0.434154
O  -1.122151  -0.176651  0.026117
O  -1.192818  -4.992228  -3.782904
S  -1.937600  -4.055344  -2.975765
O  -2.511121  -2.857281  -3.543873
O  -3.087733  -4.940843  -2.273339
C  -4.018459  -4.276197  -1.399979
C  -4.241328  -5.165744  -0.197740
C  -0.893623  -3.642360  -1.534862
H  -4.903523  -4.118270  -2.018425
H  -3.673148  -3.291745  -1.068816
H  -3.321573  -5.565446  0.234279
H  -4.819180  -6.054420  -0.462116
H  -4.762738  -4.674615  0.624002
H  0.117206  -3.743746  -1.913688
H  -1.219636  -4.323693  -0.757170
H  -1.100047  -2.602537  -1.280673
O  -6.092199  0.616127  -2.516554
S  -4.757770  0.878694  -2.971851
O  -4.411186  0.730293  -4.366262
O  -4.391485  2.408816  -2.596316
C  -3.140175  2.915030  -3.140385
C  -2.545470  3.764645  -2.029363
C  -3.602811  -0.044428  -1.939927
H  -3.462611  3.620579  -3.909323
H  -2.482986  2.156336  -3.550542
H  -1.585383  4.194969  -2.324747
H  -2.314189  3.173326  -1.140121
H  -3.227464  4.554203  -1.729508
H  -3.903602  -1.089593  -1.984447
H  -3.701817  0.341325  -0.930377
H  -2.626406  0.046413  -2.407820
O  -0.964523  -0.588807  5.337144
S  -0.780658  -1.983074  5.062742
O  -0.377921  -2.914053  6.083569
O  -2.131578  -2.573186  4.400341
C  -2.988576  -1.659760  3.668568
C  -3.170371  -2.182730  2.253985
C  0.269380  -2.244430  3.656790
H  -2.587828  -0.648259  3.699342
H  -3.935555  -1.610694  4.205385
H  -2.289714  -2.736749  1.927215
H  -3.215828  -1.350384  1.545666
H  -4.079682  -2.760535  2.098322
H  1.290881  -1.964727  3.912327
H  -0.061308  -1.801903  2.720621
H  0.280367  -3.329907  3.548872
O  4.025517  -2.203318  2.235015
S  4.688715  -2.151134  0.946345
O  6.006432  -2.687069  0.742492
O  3.740929  -2.871067  -0.143357
C  2.334334  -2.703883  0.030037
C  1.843083  -3.958774  0.749635
C  4.563200  -0.426454  0.413878
H  1.852747  -2.552385  -0.935605
H  2.079788  -1.820994  0.624342
H  2.256448  -4.810845  0.212545
H  0.766474  -3.996792  0.939905
H  2.196605  -3.994501  1.784273
H  4.824351  -0.363148  -0.640675
H  5.408746  0.038769  0.922303
H  3.581127  -0.061875  0.678711
O  0.434928  5.847213  -0.214546
S  0.392583  6.376318  1.131564
O  0.679960  7.754872  1.403465
O  -1.066243  6.095408  1.766444
C  -1.588734  4.755412  1.548195
C  -3.066480  4.851974  1.201114
C  1.419326  5.367414  2.231990
H  -1.526810  4.244124  2.507402
H  -1.095829  4.259205  0.716137
H  -3.659725  5.376460  1.946729
H  -3.372223  3.812464  1.067996
H  -3.184307  5.360020  0.246081
H  2.438724  5.597785  1.937271
H  1.117609  4.339810  2.034267
H  1.174779  5.649303  3.250318
C  3.014037  -2.385379  -4.210955
C  3.508098  -1.305083  -3.488025
C  2.659463  -0.383098  -2.905547
C  1.282557  -0.572751  -2.988472
C  0.777196  -1.655534  -3.695693
C  1.643370  -2.580378  -4.283965
H  3.750683  -3.033544  -4.666388
H  4.582635  -1.156658  -3.488100
H  3.020065  0.509130  -2.411134
H  0.640540  0.119739  -2.455852
H  -0.303588  -1.715550  -3.699913
H  1.134908  -3.426139  -4.733397
C  3.277850  2.572185  1.261549
C  3.929477  2.622695  0.023847
C  5.295483  2.841059  -0.037826
C  5.974239  3.109584  1.146784
C  5.337672  3.102004  2.379414
C  3.959354  2.797036  2.443114
H  2.236783  2.265887  1.274757
H  3.289997  2.477104  -0.835948
H  5.772877  2.901099  -1.006696
H  7.036131  3.327684  1.128528
H  5.819786  3.367438  3.309507
H  3.532456  2.769534  3.435815

Forces on atoms 1 to 6 (eV/Å):
0.154 0.762 0.814
-0.954 -0.455 -0.401
0.037 -0.456 0.084
0.430 0.519 -0.794
0.246 -0.743 0.241
-0.788 0.727 0.364

Results of the Löwdin charge analysis, in e, for atoms 1 through 99: atom 1 (Cl): 0.631, atom 2 (O): -0.377, atom 3 (O): -0.356, atom 4 (O): -0.362, atom 5 (O): -0.379, atom 6 (O): -0.286, atom 7 (S): 0.615, atom 8 (O): -0.291, atom 9 (O): -0.271, atom 10 (C): -0.263, atom 11 (C): -0.066, atom 12 (C): -0.091, atom 13 (H): 0.130, atom 14 (H): 0.100, atom 15 (H): 0.080, atom 16 (H): 0.079, atom 17 (H): 0.069, atom 18 (H): 0.050, atom 19 (H): 0.061, atom 20 (H): 0.059, atom 21 (O): -0.288, atom 22 (S): 0.605, atom 23 (O): -0.295, atom 24 (O): -0.269, atom 25 (C): -0.241, atom 26 (C): -0.068, atom 27 (C): -0.109, atom 28 (H): 0.120, atom 29 (H): 0.112, atom 30 (H): 0.093, atom 31 (H): 0.056, atom 32 (H): 0.067, atom 33 (H): 0.047, atom 34 (H): 0.070, atom 35 (H): 0.062, atom 36 (O): -0.278, atom 37 (S): 0.602, atom 38 (O): -0.281, atom 39 (O): -0.273, atom 40 (C): -0.237, atom 41 (C): -0.060, atom 42 (C): -0.119, atom 43 (H): 0.106, atom 44 (H): 0.119, atom 45 (H): 0.072, atom 46 (H): 0.068, atom 47 (H): 0.062, atom 48 (H): 0.080, atom 49 (H): 0.063, atom 50 (H): 0.066, atom 51 (O): -0.297, atom 52 (S): 0.623, atom 53 (O): -0.279, atom 54 (O): -0.259, atom 55 (C): -0.263, atom 56 (C): -0.066, atom 57 (C): -0.103, atom 58 (H): 0.099, atom 59 (H): 0.095, atom 60 (H): 0.086, atom 61 (H): 0.062, atom 62 (H): 0.066, atom 63 (H): 0.066, atom 64 (H): 0.072, atom 65 (H): 0.048, atom 66 (O): -0.291, atom 67 (S): 0.602, atom 68 (O): -0.292, atom 69 (O): -0.263, atom 70 (C): -0.269, atom 71 (C): -0.063, atom 72 (C): -0.102, atom 73 (H): 0.120, atom 74 (H): 0.086, atom 75 (H): 0.079, atom 76 (H): 0.084, atom 77 (H): 0.063, atom 78 (H): 0.070, atom 79 (H): 0.053, atom 80 (H): 0.073, atom 81 (C): -0.088, atom 82 (C): -0.104, atom 83 (C): -0.091, atom 84 (C): -0.076, atom 85 (C): -0.098, atom 86 (C): -0.080, atom 87 (H): 0.099, atom 88 (H): 0.102, atom 89 (H): 0.091, atom 90 (H): 0.095, atom 91 (H): 0.083, atom 92 (H): 0.100, atom 93 (C): -0.114, atom 94 (C): -0.098, atom 95 (C): -0.102, atom 96 (C): -0.110, atom 97 (C): -0.089, atom 98 (C): -0.079, atom 99 (H): 0.074

3.
One molecule with the formula C17H20N2O6S2 in a non-equilibrium geometry. Source: the OMol25 dataset; level of theory: ωB97M-V/def2-TZVPD.

Energy above the lowest of the compared OMol25 structures with the same formula, charge and spin   23.98 kcal/mol
2S+1   1
HOMO   -8.7047 eV
SMILES   COc1ccccc1NS(=O)(=O)c1ccc(S(=O)(=O)N2CCOCC2)cc1

Positions of all 47 atoms, in Å:
C  -1.080272  -0.994270  1.509867
H  -0.293899  -0.371369  1.934073
H  -1.836267  -1.181708  2.275519
H  -0.647937  -1.940387  1.168063
O  -1.617912  -0.253412  0.434962
C  -2.853713  -0.620622  -0.026102
C  -3.405575  -1.882509  0.134578
C  -4.646651  -2.181060  -0.406195
C  -5.347198  -1.221337  -1.110252
C  -4.812967  0.047167  -1.260731
C  -3.573967  0.361337  -0.721955
N  -3.017898  1.632751  -0.874244
S  -2.251252  2.447431  0.385483
O  -2.455277  3.832024  0.072841
O  -2.671484  1.979222  1.670585
C  -0.509695  2.109664  0.125954
C  -0.044594  1.894960  -1.156944
C  1.306599  1.657352  -1.351581
C  2.157226  1.653594  -0.260989
C  1.698452  1.916432  1.016288
C  0.344106  2.146698  1.212384
H  -0.064427  2.346224  2.190664
H  2.405586  1.949350  1.830890
S  3.890975  1.236201  -0.517297
O  4.201006  1.499800  -1.888879
O  4.664382  1.844885  0.521213
N  4.019734  -0.403931  -0.308410
C  3.380969  -1.274740  -1.266370
H  3.273259  -0.717507  -2.195561
C  2.027263  -1.769839  -0.742735
H  1.627712  -2.550986  -1.391736
O  2.162309  -2.360843  0.533411
C  2.706440  -1.458258  1.473380
H  2.785157  -2.013467  2.409399
C  4.080642  -0.949379  1.026578
H  4.448738  -0.162051  1.682838
H  4.794492  -1.780752  1.021613
H  2.021712  -0.607723  1.608279
H  1.310240  -0.936193  -0.692454
H  4.039226  -2.134454  -1.436019
H  1.719085  1.485898  -2.333334
H  -0.739449  1.898838  -1.980625
H  -3.598299  2.280931  -1.386507
H  -5.360253  0.809685  -1.795383
H  -6.312804  -1.449754  -1.533479
H  -5.058886  -3.169243  -0.273459
H  -2.864621  -2.644650  0.672379

Forces on atoms 1 to 6 (eV/Å):
0.132 -0.137 0.183
0.004 -0.074 -0.002
-0.002 0.019 -0.023
-0.023 0.067 0.027
-0.543 -0.328 -0.422
-0.055 -0.113 -0.085

Calculated atomic charges, method Löwdin, unit e: atom 1 (C): -0.050, atom 2 (H): 0.081, atom 3 (H): 0.110, atom 4 (H): 0.098, atom 5 (O): -0.138, atom 6 (C): -0.216, atom 7 (C): -0.010, atom 8 (C): -0.085, atom 9 (C): -0.090, atom 10 (C): -0.021, atom 11 (C): -0.222, atom 12 (N): -0.043, atom 13 (S): 0.688, atom 14 (O): -0.279, atom 15 (O): -0.254, atom 16 (C): -0.267, atom 17 (C): -0.032, atom 18 (C): -0.043, atom 19 (C): -0.256, atom 20 (C): -0.049, atom 21 (C): -0.042, atom 22 (H): 0.127, atom 23 (H): 0.123, atom 24 (S): 0.670, atom 25 (O): -0.273, atom 26 (O): -0.274, atom 27 (N): -0.233, atom 28 (C): -0.151, atom 29 (H): 0.118, atom 30 (C): -0.176, atom 31 (H): 0.132, atom 32 (O): -0.132, atom 33 (C): -0.181, atom 34 (H): 0.133, atom 35 (C): -0.152, atom 36 (H): 0.118, atom 37 (H): 0.136, atom 38 (H): 0.098, atom 39 (H): 0.111, atom 40 (H): 0.136, atom 41 (H): 0.119, atom 42 (H): 0.119, atom 43 (H): 0.121, atom 44 (H): 0.114, atom 45 (H): 0.103, atom 46 (H): 0.104, atom 47 (H): 0.110

Table of total energy (hartree), in record order: -3583.5996, -4940.4674, -2017.0804